--- a ---
Formula: C2H9N5O
Source: OMol25
Level of theory: ωB97M-V with the def2-TZVPD basis set

Properties
frontier orbital gap: 0.3098 hartree
structure (SMILES): C/C(O)=N\NN.[H]/N=N/[H]
charge: 0

Each line ends with the Mulliken charge.
CARTESIAN COORDINATES (ANGSTROEM)
C 1.979 1.364 0.250  -1.38
C 0.524 0.999 -0.073  0.76
O -0.450 1.891 -0.650  -0.49
N 0.235 -0.227 -0.114  -0.24
N 0.987 -1.287 0.263  -0.15
N 0.618 -2.436 -0.446  -0.64
H 2.370 2.411 0.378  0.30
H 2.325 0.851 1.221  0.32
H 2.645 0.981 -0.487  0.38
H -1.150 1.263 -0.868  0.36
H 1.998 -0.999 0.248  0.26
H 0.487 -3.198 0.277  0.26
H -0.302 -2.142 -0.767  0.29
H -4.115 0.796 -0.378  0.24
N -3.095 0.604 -0.300  -0.20
N -3.002 -0.189 0.683  -0.38
H -2.054 -0.681 0.760  0.31



--- b ---
Formula: C2H9N5O
Source: OMol25
Level of theory: ωB97M-V with the def2-TZVPD basis set

Properties
frontier orbital gap: 0.2958 hartree
structure (SMILES): CNN/C(=N/N)NO
charge: 0

Each line ends with the Mulliken charge.
CARTESIAN COORDINATES (ANGSTROEM)
C 2.970 0.282 -0.196  -0.63
N 1.927 -0.294 0.595  -0.46
N 0.951 -0.955 -0.165  -0.11
C -0.346 -0.441 -0.165  0.32
N -1.317 -1.268 -0.108  -0.40
N -2.585 -0.750 -0.020  -0.53
N -0.297 1.001 -0.038  -0.13
O -1.487 1.790 -0.049  -0.52
H 3.758 0.707 0.473  0.30
H 3.394 -0.544 -0.804  0.23
H 2.691 1.095 -0.931  0.24
H 1.421 0.342 1.182  0.31
H 0.950 -1.931 -0.019  0.26
H -2.570 0.287 0.193  0.32
H -3.080 -1.277 0.740  0.24
H 0.241 1.366 -0.835  0.21
H -1.401 2.461 0.715  0.35



The energy of each structure relative to the most stable one, in hartree, is as follows: a 0.0040; b 0.0000.